No. 1
Computed, not measured: the ion C4H8NO2 with charge -1, with ωB97M-V/def2-TZVPD.

Results
LUMO ... 4.09 eV
Charge ... -1
HOMO ... -3.0 eV
Gap between HOMO and LUMO ... 0.2614 Ha
ΔE to the lowest compared entry with this formula, charge and spin ... 45.6 kcal/mol

```
15
C4H8NO2 ωB97M-V/def2-TZVPD
O -3.37 0.48 -0.85
C -2.19 0.81 -0.79
N -1.18 0.15 -0.22
C 0.20 0.56 -0.52
C 1.19 -0.55 -0.27
C 1.19 -0.84 1.31
O 0.02 -0.77 1.93
H -1.97 1.74 -1.34
H -1.28 -0.44 0.61
H 0.51 1.44 0.06
H 0.12 0.80 -1.58
H 0.91 -1.43 -0.86
H 2.18 -0.20 -0.57
H 1.84 -1.75 1.39
H 1.84 0.00 1.70
```

***

No. 2
Computed, not measured: a structure of composition C34H57N3O2SSiTi, with ωB97M-V/def2-TZVPD.

Results
LUMO (alpha / beta) ... -0.33 / -0.33 eV
Spin multiplicity ... 3
HOMO (alpha / beta) ... -4.2 / -6.4 eV
Gap between HOMO and LUMO (alpha / beta) ... 0.1405 / 0.2243 Ha
ΔE to the lowest compared entry with this formula, charge and spin ... 96.9 kcal/mol

```
99
C34H57N3O2SSiTi ωB97M-V/def2-TZVPD
O 0.38 -2.72 -1.72
O -1.05 -1.99 -3.45
C 1.70 -2.75 -2.36
C 2.74 -3.38 -1.48
H 1.95 -1.70 -2.56
H 1.62 -3.29 -3.32
H 2.85 -2.84 -0.53
H 3.72 -3.36 -2.00
H 2.50 -4.43 -1.27
C -0.24 -4.05 -1.59
C -0.21 -4.92 -2.82
H -1.27 -3.85 -1.29
H 0.27 -4.55 -0.75
H -0.61 -4.43 -3.73
H -0.85 -5.81 -2.65
H 0.80 -5.30 -3.03
C -2.48 -1.88 -3.13
C -0.48 -1.39 -4.65
C -3.23 -3.09 -3.62
H -2.85 -0.95 -3.57
H -2.53 -1.81 -2.03
H -3.14 -3.21 -4.70
H -4.30 -2.99 -3.39
H -2.88 -4.01 -3.13
C -0.90 -2.15 -5.88
H 0.62 -1.45 -4.53
H -0.77 -0.33 -4.69
H -0.72 -3.23 -5.79
H -0.33 -1.81 -6.76
H -1.97 -1.99 -6.10
H -0.38 -2.15 -2.56
N 1.65 1.08 1.97
C 1.47 2.36 2.40
C 0.31 3.11 2.17
C -1.00 2.76 1.80
C 2.65 3.00 3.02
H 3.46 3.14 2.28
H 3.06 2.42 3.87
H 2.34 3.99 3.39
C -2.04 3.82 1.60
H -2.83 3.72 2.35
H -2.49 3.77 0.60
H -1.56 4.79 1.72
N -1.45 1.50 1.66
C 2.81 0.30 2.31
C 3.83 0.21 1.35
C 3.76 0.93 0.04
C 4.99 -0.48 1.67
H 5.79 -0.50 0.92
C 5.17 -1.13 2.91
H 6.08 -1.66 3.15
C 4.15 -1.03 3.86
H 4.25 -1.49 4.85
C 3.04 -0.29 3.57
C 2.18 -0.15 4.73
C -2.75 1.04 2.08
C -3.77 0.83 1.14
C -3.63 1.18 -0.31
C -5.01 0.39 1.62
H -5.82 0.27 0.91
C -5.20 0.09 2.98
H -6.16 -0.27 3.34
C -4.16 0.30 3.88
H -4.28 0.07 4.95
C -2.99 0.92 3.47
C -2.02 1.28 4.49
Ti 0.08 0.26 1.35
H 3.73 0.21 -0.79
H 4.66 1.55 -0.09
H 2.89 1.59 -0.06
H 1.78 0.86 4.72
H 2.57 -0.29 5.73
H 1.59 -1.09 4.69
H -4.27 0.50 -0.90
H -2.61 1.11 -0.69
H -4.01 2.20 -0.53
H -1.10 1.03 3.89
H -2.18 0.70 5.38
H -1.78 2.31 4.67
H 0.44 4.19 2.32
C 0.25 0.63 -0.67
Si 0.41 2.19 -1.79
H 1.18 -0.01 -0.64
H -0.58 -0.07 -0.93
C 1.68 2.03 -3.17
C 1.01 3.71 -0.85
C -1.26 2.70 -2.51
H -1.78 1.85 -2.96
H -1.12 3.47 -3.29
H -1.91 3.15 -1.74
H 2.60 1.55 -2.79
H 1.96 3.02 -3.55
H 1.29 1.43 -4.01
H 1.84 3.50 -0.17
H 0.21 4.16 -0.24
H 1.36 4.47 -1.56
S -0.37 -0.14 5.90
C -0.19 -0.54 4.42
N -0.15 -0.70 3.20
```

***

No. 3
Computed, not measured: a cluster of 2 separate species, C4H7NO2 in total, with ωB97M-V/def2-TZVPD.

Results
LUMO (alpha / beta) ... 0.36 / 0.36 eV
HOMO (alpha / beta) ... -8.7 / -8.7 eV
Gap between HOMO and LUMO (alpha / beta) ... 0.3348 / 0.3348 Ha
ΔE to the lowest compared entry with this formula, charge and spin ... 116.5 kcal/mol

```
14
C4H7NO2 ωB97M-V/def2-TZVPD
C 0.85 -0.07 1.11
C 2.14 -0.17 0.77
C 0.07 -0.03 -0.18
C -1.27 -0.75 -0.28
N 0.95 -0.15 -1.24
O 2.27 -0.02 -0.69
O -0.41 1.90 -0.57
H 0.36 -0.31 2.01
H 3.03 -0.02 1.29
H -1.92 -0.44 0.59
H -0.95 -1.77 -0.06
H -1.86 -0.63 -1.19
H 0.82 0.63 -1.86
H 0.23 2.31 -0.02
```

***

No. 4
Computed, not measured: a cluster of 2 separate species, C4H9NO in total, with ωB97M-V/def2-TZVPD.

Results
LUMO ... 0.92 eV
HOMO ... -9.1 eV
Gap between HOMO and LUMO ... 0.3679 Ha
ΔE to the lowest compared entry with this formula, charge and spin ... 58.1 kcal/mol

```
15
C4H9NO ωB97M-V/def2-TZVPD
C -1.32 -1.10 -1.39
N -1.07 -0.31 -0.43
C 0.11 0.48 -0.42
C 1.29 -0.12 -0.20
C 2.37 0.83 0.30
H -0.69 -1.26 -2.25
H -2.20 -1.74 -1.33
H -0.18 1.52 -0.48
H 1.39 -1.19 -0.29
H 1.93 1.81 0.43
H 3.27 0.94 -0.34
H 2.89 0.53 1.20
O -2.41 -0.14 2.13
H -2.02 -0.25 1.23
H -3.35 -0.01 1.84
```

***

No. 5
Computed, not measured: a structure of composition C10H24N6O6PbS, with ωB97M-V/def2-TZVPD.

Results
LUMO (alpha / beta) ... -0.95 / -0.95 eV
HOMO (alpha / beta) ... -5.4 / -5.4 eV
Gap between HOMO and LUMO (alpha / beta) ... 0.1633 / 0.1634 Ha
ΔE to the lowest compared entry with this formula, charge and spin ... 0.0 kcal/mol

```
48
C10H24N6O6PbS ωB97M-V/def2-TZVPD
O -0.66 2.66 -3.18
H -0.59 3.20 -3.98
Pb -0.39 0.11 -1.17
N 1.83 -0.64 0.15
N 1.75 -0.91 -2.40
N -0.98 0.62 1.19
N -2.16 1.86 -0.77
O 2.02 -0.33 1.40
O -0.37 0.00 2.26
O -2.79 2.66 -1.69
O 1.58 -1.04 -3.63
C 2.67 -1.69 -1.77
C 2.68 -1.57 -0.36
C -2.17 1.16 1.48
C -2.85 1.75 0.36
C 3.57 -2.36 0.54
H 3.01 -2.72 1.41
H 4.40 -1.74 0.91
H 3.99 -3.23 0.02
C 3.55 -2.58 -2.56
H 3.97 -2.05 -3.43
H 2.99 -3.45 -2.95
H 4.37 -2.96 -1.96
C -2.76 1.16 2.84
C -4.22 2.32 0.40
H -1.99 0.98 3.59
H -3.54 0.38 2.95
H -3.24 2.13 3.05
H -4.82 1.96 -0.46
H -4.20 3.41 0.35
H -4.74 2.03 1.32
H 0.60 -0.12 1.93
H -2.07 2.78 -2.39
C 0.61 2.71 -2.44
H 1.24 1.86 -2.73
H 0.40 2.70 -1.36
H 1.15 3.64 -2.67
O 2.96 2.44 1.73
H 2.24 2.92 2.18
H 2.62 1.51 1.66
N -2.23 -2.36 1.75
C -1.25 -2.61 0.85
N -0.13 -3.17 1.32
S -1.50 -2.34 -0.82
H -1.97 -2.16 2.71
H -3.07 -1.91 1.40
H 0.57 -3.51 0.67
H -0.08 -3.49 2.29
```

***

No. 6
Computed, not measured: a cluster of 2 separate species, C5H10NO in total, with ωB97M-V/def2-TZVPD.

Results
LUMO ... 4.26 eV
Charge ... -1
HOMO ... -2.9 eV
Gap between HOMO and LUMO ... 0.2614 Ha
ΔE to the lowest compared entry with this formula, charge and spin ... 31.8 kcal/mol

```
17
C5H10NO ωB97M-V/def2-TZVPD
C 0.62 -1.04 1.50
O -0.16 -0.88 0.35
C -0.21 -1.50 2.66
H 1.08 -0.07 1.83
H 1.45 -1.77 1.35
H 0.33 -1.69 3.59
H -0.73 -2.41 2.35
H -0.99 -0.73 2.81
C -0.44 1.99 -2.08
C -1.26 1.62 -1.06
C 1.01 0.12 -2.37
N 0.35 1.14 -2.86
H -0.42 3.03 -2.40
H -1.07 0.62 -0.63
H -2.01 2.26 -0.66
H 1.61 -0.44 -3.07
H 0.84 -0.25 -1.33
```